This record from the OMol25 dataset describes a cluster of 3 separate species, C22H28N2O6P2S in total at a distorted geometry. The level of theory is ωB97M-V/def2-TZVPD.

* frontier orbital gap: 6.58 eV
* LUMO: -1.58 eV
* largest force on an atom: 0.0943 hartree/bohr
* HOMO level: -8.2 eV
* electronic energy: -67937.5945 eV

Structure (ORCA input):
```
! RIJCOSX wB97M-V def2-TZVPD def2/J DEFGRID3
* xyz 0 1
N 3.12188 2.03283 3.67992
P 4.10615 1.25888 2.63259
C 2.97160 0.31264 1.45087
C 1.46517 0.76586 1.42235
C 0.47444 0.04555 0.48372
C 0.98344 -1.12744 -0.42125
C 2.46563 -1.54863 -0.38590
C 3.50992 -0.84009 0.55948
P 5.28541 -1.44493 0.46886
O 5.21936 -2.97343 -0.34703
O 6.20831 -0.43974 -0.58238
S 6.12992 -1.77709 2.18042
C -0.13132 -1.85407 -1.33747
O 0.06462 -2.20224 -2.52324
C -1.55083 -2.06315 -0.59655
C -2.34630 -3.37488 -0.76004
C -3.68404 -3.54630 0.00861
C -4.18120 -2.36498 0.89087
C -3.40497 -1.01631 1.06786
N -3.91891 0.07374 1.91041
C -2.06270 -0.88054 0.31165
C -1.09880 0.40852 0.40454
O -1.50500 1.59313 0.38964
H 3.36155 1.68376 4.62794
H 4.83025 2.31822 1.95155
H 4.95331 0.42769 3.43400
H 1.13010 1.61058 2.13070
H 2.86138 -2.40867 -1.04266
H 4.80128 -3.57175 0.32725
H 6.82439 -1.06329 -1.05241
H -1.91762 -4.20358 -1.41026
H -4.23442 -4.53914 -0.11069
H -5.18062 -2.52422 1.43215
H -3.56868 -0.07578 2.86736
H -3.55518 0.99458 1.61600
C -8.39076 -2.09596 -1.73506
C -7.25145 -2.26111 -2.71664
C -6.24727 -3.05265 -1.90277
O -6.99957 -3.86133 -0.98707
C -8.36378 -3.41890 -0.99491
H -9.35283 -1.89264 -2.20852
H -8.16902 -1.27621 -1.04362
H -7.58501 -2.85200 -3.57620
H -6.84969 -1.31662 -3.08737
H -5.60400 -2.39231 -1.31490
H -5.61530 -3.69223 -2.52398
H -8.95887 -4.17700 -1.51558
H -8.72880 -3.33397 0.03113
C 4.79467 6.12664 -0.12797
C 5.94629 5.61086 -0.96232
C 6.46629 4.46907 -0.11132
O 5.34190 3.94167 0.60675
C 4.23779 4.84810 0.46565
H 4.05406 6.68785 -0.70012
H 5.17476 6.77434 0.66896
H 5.56991 5.22522 -1.91551
H 6.70697 6.36382 -1.17541
H 7.19780 4.82166 0.62341
H 6.92555 3.67705 -0.70739
H 3.50720 4.38409 -0.20581
H 3.76562 5.00682 1.43770
*
```

Which charges does Mulliken predict for the atoms? In e, they are: atom 1 (N): -0.831, atom 2 (P): 0.463, atom 3 (C): 0.239, atom 4 (C): -0.912, atom 5 (C): 0.462, atom 6 (C): 0.285, atom 7 (C): -0.675, atom 8 (C): 0.288, atom 9 (P): 0.654, atom 10 (O): -0.561, atom 11 (O): -0.484, atom 12 (S): -0.352, atom 13 (C): 0.032, atom 14 (O): -0.511, atom 15 (C): 0.481, atom 16 (C): -0.655, atom 17 (C): -0.442, atom 18 (C): -0.394, atom 19 (C): 0.324, atom 20 (N): -0.640, atom 21 (C): 0.207, atom 22 (C): -0.022, atom 23 (O): -0.514, atom 24 (H): 0.200, atom 25 (H): 0.144, atom 26 (H): 0.077, atom 27 (H): 0.352, atom 28 (H): 0.408, atom 29 (H): 0.357, atom 30 (H): 0.317, atom 31 (H): 0.343, atom 32 (H): 0.397, atom 33 (H): 0.348, atom 34 (H): 0.303, atom 35 (H): 0.345, atom 36 (C): -0.529, atom 37 (C): -0.570, atom 38 (C): -0.077, atom 39 (O): -0.404, atom 40 (C): -0.456, atom 41 (H): 0.341, atom 42 (H): 0.262, atom 43 (H): 0.262, atom 44 (H): 0.335, atom 45 (H): 0.017, atom 46 (H): 0.277, atom 47 (H): 0.286, atom 48 (H): 0.265, atom 49 (C): -0.547, atom 50 (C): -0.524, atom 51 (C): -0.522, atom 52 (O): -0.332, atom 53 (C): -0.439, atom 54 (H): 0.328, atom 55 (H): 0.278, atom 56 (H): 0.264, atom 57 (H): 0.333, atom 58 (H): 0.287, atom 59 (H): 0.271, atom 60 (H): 0.264, atom 61 (H): 0.296